Record 1
# C20H51BN5O6

3 unconnected molecules or ions with the total composition C20H51BN5O6 (wB97M-V/def2-TZVPD, OMol25).

LUMO level	-2.76	eV
HOMO	-10.1	eV
energy relative to the best compared isomer or geometry (same formula, charge and spin)	5.2	kcal/mol
2S+1	1
net charge	+1
max |F|	1.2	eV/A

XYZ file:
```
83
Properties=species:S:1:pos:R:3:forces:R:3
C -0.291907 2.375209 5.675520 -0.1 0.2 0.1
C -1.209084 3.042586 4.638735 0.1 -0.2 0.0
C -0.866422 2.752585 3.172844 -0.2 0.3 -0.1
C 0.130392 3.729031 2.505683 -0.1 -0.2 -0.1
N 1.241760 3.059369 1.796050 0.0 0.8 0.0
C 2.577444 3.133857 2.267419 -0.4 -0.6 -0.4
B 3.509533 2.154375 1.399011 0.4 0.2 -0.4
N 2.958317 1.030847 0.789694 -0.2 -0.4 1.2
O 4.833911 2.569007 1.253625 0.0 0.0 0.7
C 2.681961 2.696491 3.737383 0.3 0.1 0.1
O 2.606830 3.784940 4.631035 -0.2 0.2 -0.2
C 3.807502 4.522617 4.607361 0.1 -0.1 0.1
C 4.118879 5.084268 3.207929 0.0 0.2 0.2
N 3.142544 4.596794 2.175548 0.2 0.2 0.1
H 0.234788 1.517413 5.254358 0.0 0.0 0.0
H -0.873688 2.003515 6.517817 0.0 0.0 0.0
H 0.437480 3.066156 6.094969 0.2 0.0 -0.1
H -1.234742 4.123498 4.798895 0.0 0.0 0.0
H -2.226775 2.695114 4.816065 0.0 0.0 -0.1
H -1.796828 2.821325 2.606570 0.0 -0.1 -0.1
H -0.511163 1.729638 3.033074 0.1 0.0 0.1
H 0.480085 4.471611 3.231959 0.2 -0.1 0.1
H -0.412181 4.283995 1.739865 0.0 0.1 0.1
H 1.193576 3.265335 0.806911 0.0 -0.4 -0.1
H 1.981662 0.832686 0.983703 -0.1 0.1 -0.2
H 3.490646 0.173083 0.731871 0.1 0.2 -0.6
H 5.520286 2.057036 1.699049 0.0 0.0 -0.5
H 1.859678 2.014874 3.928907 -0.1 0.0 0.1
H 3.621669 2.158664 3.923783 0.0 0.0 0.0
H 3.701571 5.335503 5.319937 -0.1 0.0 0.0
H 4.632730 3.889157 4.948868 0.0 0.0 -0.1
H 4.044965 6.169681 3.218304 0.0 0.0 -0.1
H 5.120136 4.830254 2.874890 0.0 -0.2 -0.1
H 2.342490 5.228408 2.159575 -0.1 -0.1 0.1
H 3.606303 4.677390 1.270770 0.0 0.0 0.0
C -4.539569 -1.744034 -1.306244 0.0 0.0 0.0
O -4.481365 -1.733896 0.104696 0.1 0.0 0.0
C -4.064257 -2.953144 0.705851 -0.1 0.0 0.1
C -2.688578 -2.813923 1.319134 0.1 0.1 0.0
N -1.664341 -2.693416 0.294679 -0.1 0.2 0.1
C -0.350099 -2.300383 0.769471 0.1 -0.1 -0.1
C -0.208760 -0.933571 1.430192 0.1 0.0 0.1
O -0.369426 0.170335 0.549438 0.0 0.0 0.1
C -1.719466 0.529723 0.285661 0.2 0.1 0.0
H -5.052260 -0.833172 -1.610901 0.0 0.0 0.0
H -3.544622 -1.756500 -1.766901 0.0 0.0 0.0
H -5.105120 -2.604926 -1.676692 0.0 0.0 0.0
H -4.086358 -3.772512 -0.019932 0.0 0.0 0.0
H -4.780200 -3.183525 1.498586 0.0 0.0 0.0
H -2.474210 -3.698868 1.927058 0.0 0.0 0.0
H -2.732369 -1.950429 2.000177 0.0 0.0 0.0
H -1.953388 -2.041640 -0.422253 0.0 -0.1 -0.1
H 0.325924 -2.323017 -0.089067 0.0 0.0 0.0
H 0.003482 -3.058587 1.477819 0.0 0.0 0.0
H 0.816483 -0.864151 1.811251 0.0 0.0 0.0
H -0.876637 -0.822634 2.294124 0.0 0.0 0.0
H -2.349928 0.347590 1.160128 0.0 0.0 0.0
H -2.130675 -0.008628 -0.570529 0.0 0.0 0.0
H -1.732058 1.595867 0.054442 0.0 0.0 0.0
C 1.707336 -2.181718 -6.906731 0.0 0.0 -0.1
O 0.299830 -2.129591 -6.993522 0.0 0.0 0.1
C -0.329691 -3.379582 -7.250249 -0.1 0.0 -0.1
C -1.112873 -3.855684 -6.047613 0.0 0.0 0.1
N -0.227539 -4.224355 -4.954188 0.0 0.2 0.0
C -0.890300 -4.487107 -3.684016 0.1 -0.1 0.0
C -1.686269 -3.364883 -3.030708 -0.1 -0.1 0.1
O -0.895488 -2.287943 -2.547244 0.0 0.1 0.0
C -0.528702 -1.315806 -3.508512 0.0 0.1 0.1
H 2.065558 -1.153739 -6.890068 0.0 0.0 0.0
H 2.055216 -2.689534 -5.999229 0.0 0.0 0.0
H 2.142548 -2.691274 -7.771882 0.0 0.0 0.0
H 0.411711 -4.126818 -7.548934 0.0 0.0 0.0
H -1.021515 -3.234503 -8.083621 0.0 0.0 0.0
H -1.702650 -4.731261 -6.336712 0.0 0.0 0.0
H -1.819115 -3.056771 -5.779173 0.0 0.0 0.0
H 0.457901 -3.491706 -4.826304 0.0 0.0 0.0
H -0.124873 -4.803633 -2.971176 0.0 0.0 0.0
H -1.565380 -5.338792 -3.820258 0.0 0.0 0.0
H -2.170195 -3.785801 -2.146543 0.0 0.0 0.0
H -2.477678 -2.980513 -3.686782 0.1 0.0 -0.1
H -1.314117 -1.172020 -4.256112 0.0 0.0 0.0
H 0.401741 -1.568463 -4.023940 0.0 0.0 0.0
H -0.372012 -0.377375 -2.974653 0.0 0.0 0.0
```
Positions in Å, forces in eV/Å.

Record 2
# C20H51InN5O4

A molecular structure, C20H51InN5O4 (wB97M-V/def2-TZVPD, OMol25).

LUMO level	1.85	eV
HOMO	-4.6	eV
2S+1	1
net charge	-1
max |F|	8.3	eV/A

XYZ file:
```
81
Properties=species:S:1:pos:R:3:forces:R:3
C 2.226467 -0.679408 -6.496569 0.2 -1.0 0.7
C 1.158024 -0.831638 -5.219224 1.2 1.7 -1.8
N 1.866092 -1.686854 -4.195069 -2.4 0.9 2.4
C 1.150890 -2.992504 -3.915969 1.1 -1.7 0.4
C 2.307730 -4.009290 -3.261195 -1.7 0.4 0.5
In 4.308122 -3.702892 -4.367675 0.2 0.0 -0.2
C 6.100768 -4.109167 -2.984780 2.2 0.7 -0.1
C 7.321291 -3.139431 -3.532448 2.2 -1.7 0.5
N 8.656653 -3.550369 -3.615414 -5.1 3.1 -0.3
C 2.226929 -0.928928 -2.935171 5.0 3.0 -1.1
C 1.352551 -0.901897 -1.537132 0.5 0.9 0.4
O 3.367012 -0.186976 -2.993997 -7.2 -4.2 0.6
H 3.169432 -0.042254 -6.159915 -2.2 -1.3 -0.8
H 1.717436 -0.290278 -7.474305 0.9 -0.5 1.9
H 2.635490 -1.783918 -6.669232 -0.8 2.4 0.2
H 0.179728 -1.293545 -5.663962 1.7 0.6 1.3
H 0.935725 0.271561 -4.821887 0.3 -2.4 -0.7
H 0.224063 -2.894724 -3.197344 1.5 0.0 -1.4
H 0.823178 -3.496893 -4.939916 0.6 1.4 2.1
H 1.925083 -5.105685 -3.401399 0.6 1.9 0.5
H 2.406252 -3.753028 -2.102951 -0.3 -0.7 -2.3
H 4.510461 -4.876607 -5.751486 -0.2 0.2 0.3
H 4.453222 -2.007028 -5.030251 0.2 -0.7 0.3
H 5.829691 -3.799042 -1.888956 0.6 -0.5 -1.9
H 6.478975 -5.219817 -3.034317 -0.6 2.2 0.3
H 6.988859 -2.052897 -3.890005 0.7 -2.3 0.8
H 9.137829 -2.681550 -3.998115 -0.5 -1.3 0.4
H 0.195671 -0.707894 -1.705038 2.4 -0.8 0.1
H 1.744840 0.050965 -0.934544 -0.7 -2.1 -1.5
H 1.558548 -1.824082 -0.827381 -0.6 1.7 -1.8
C -3.217376 -0.861808 2.995955 -0.2 0.2 0.3
C -1.761856 -1.138491 3.370121 0.0 -0.1 -0.4
C -0.749383 -0.820167 2.242983 0.1 -0.4 0.0
O -0.735809 -1.763941 1.169656 0.1 0.4 0.4
C -1.820850 -1.641648 0.263783 0.2 -0.2 0.0
N -1.642959 -2.529887 3.821670 0.4 -0.1 -0.2
H -3.654074 -1.646687 2.378239 0.1 0.0 0.0
H -3.832926 -0.803029 3.901686 0.2 0.0 -0.1
H -3.316134 0.090188 2.466207 0.0 -0.1 0.0
H -1.519630 -0.483188 4.215529 0.1 0.0 -0.1
H 0.257930 -0.850914 2.678038 -0.1 -0.1 -0.1
H -0.884604 0.197019 1.856657 -0.2 0.1 -0.1
H -2.103065 -0.596955 0.096906 -0.1 -0.2 0.1
H -2.672928 -2.219654 0.624710 -0.2 0.2 -0.1
H -1.520257 -2.077225 -0.693481 0.1 0.1 0.1
H -0.698459 -2.677844 4.181152 -0.2 0.0 0.0
H -1.680187 -3.126681 2.989172 -0.1 0.2 0.3
C 0.665655 4.060251 7.118652 0.2 0.2 0.3
C -0.539500 3.195979 7.487066 0.1 -0.1 -0.5
C -0.504533 1.772713 6.878819 -0.3 0.1 0.0
O -0.790737 1.715050 5.479646 0.2 -0.1 0.5
C 0.278077 2.126332 4.642175 -0.3 0.0 -0.2
N -1.767476 3.908782 7.115585 -0.2 -0.3 -0.1
H 0.594675 4.483717 6.116679 -0.1 -0.1 0.0
H 0.743152 4.909482 7.808222 -0.1 -0.2 -0.1
H 1.597331 3.491200 7.188251 -0.1 0.0 0.0
H -0.528088 3.080812 8.577669 -0.1 -0.1 -0.1
H -1.288761 1.179699 7.366899 0.0 0.1 -0.2
H 0.442722 1.265474 7.097031 0.1 0.1 -0.1
H 1.252274 1.817325 5.035030 0.0 0.1 0.0
H 0.243560 3.207522 4.499939 0.3 0.0 0.0
H 0.139532 1.668884 3.658314 -0.1 -0.1 0.2
H -2.569861 3.384294 7.468129 0.2 0.2 0.0
H -1.864584 3.842210 6.097379 0.1 0.1 0.3
C -3.968014 2.367470 -0.284545 0.1 0.0 0.4
C -2.832734 1.974093 -1.228731 -0.4 0.1 -0.3
C -2.630392 2.950461 -2.413060 0.2 -0.3 -0.1
O -3.621750 2.857524 -3.438485 0.2 0.3 0.4
C -4.861989 3.466312 -3.115896 0.0 -0.2 -0.3
N -3.057290 0.601305 -1.696751 0.0 0.2 -0.5
H -4.952890 2.106112 -0.671872 0.1 0.0 -0.1
H -3.861557 1.839359 0.670689 0.0 0.1 -0.2
H -3.953394 3.440637 -0.072938 0.0 -0.1 0.0
H -1.908237 1.986891 -0.638857 0.0 0.0 -0.2
H -1.678062 2.698210 -2.897144 -0.2 0.0 0.0
H -2.532778 3.986518 -2.067722 -0.2 0.0 0.1
H -4.731641 4.384999 -2.534604 0.0 -0.1 0.1
H -5.495980 2.757101 -2.581602 -0.1 0.2 0.2
H -5.375485 3.715758 -4.048921 0.2 0.0 0.0
H -2.240768 0.299952 -2.231240 -0.1 0.0 0.2
H -3.804923 0.634553 -2.397140 0.2 0.0 0.3
```
Positions in Å, forces in eV/Å.

no.,total energy (eV),Kohn-Sham gap (eV)
1,-41972.2887,7.3
2,-42373.3457,6.4